Model one:
Molecular formula: C3H7N2O2
Method: DFT, the ωB97M-V functional and the def2-TZVPD basis

Properties
2S+1: 1
Gap between HOMO and LUMO, eV: 7.980
Structure (SMILES): NCCNC(=O)[O-]
Charge: -1
HOMO energy, eV: -3.997
E_LUMO, eV: 3.983

Each line ends with the Löwdin charge.
Atoms and positions in Å:
O -1.12 -0.81 2.39  -0.073
O 0.99 -0.72 3.22  -0.109
N 0.58 -0.04 1.10  0.003
N -0.07 -0.49 -2.22  -0.037
C 0.24 0.57 -1.27  -0.284
C -0.39 0.42 0.12  -0.258
C 0.09 -0.57 2.36  -0.818
H 1.32 0.51 -1.13  0.091
H 0.09 -1.39 -1.77  0.060
H -1.02 -0.49 -2.57  0.046
H -0.92 1.34 0.43  0.101
H -1.20 -0.31 0.09  0.095
H 1.44 0.47 1.01  0.091
H -0.02 1.52 -1.75  0.092

***

Model two:
Molecular formula: C3H7N2O2
Method: DFT, the ωB97M-V functional and the def2-TZVPD basis

Properties
2S+1: 1
Gap between HOMO and LUMO, eV: 8.276
Charge: -1
HOMO energy, eV: -4.091
E_LUMO, eV: 4.185

Each line ends with the Löwdin charge.
Atoms and positions in Å:
O -3.31 -0.14 -0.10  -0.134
O 1.40 1.17 -0.78  -0.085
N 2.56 -0.92 0.41  -0.038
N -0.71 0.76 0.03  0.043
C -2.69 0.65 -0.80  -0.312
C 1.18 -0.58 0.80  -0.238
C 0.59 0.53 -0.09  -0.645
H -2.83 1.72 -0.65  0.058
H 1.19 -0.17 1.82  0.095
H 2.85 -0.20 -0.24  0.037
H -1.07 0.09 0.70  0.018
H 2.53 -1.79 -0.12  0.037
H -2.25 0.34 -1.76  0.069
H 0.57 -1.48 0.77  0.096

***

Model three:
Molecular formula: C3H7N2O2
Method: DFT, the ωB97M-V functional and the def2-TZVPD basis

Properties
2S+1: 1
Gap between HOMO and LUMO, eV: 7.558
Charge: -1
HOMO energy, eV: -3.943
E_LUMO, eV: 3.615

Each line ends with the Löwdin charge.
Atoms and positions in Å:
O -0.59 -2.46 -2.25  -0.108
O -0.23 -0.35 -2.94  -0.080
N 1.23 0.67 1.79  -0.017
N -0.67 -0.79 -0.71  0.000
C -0.09 0.82 1.14  -0.374
C -0.48 -1.23 -2.09  -0.813
C 0.08 0.39 -0.38  -0.243
H 0.63 -0.25 1.73  0.085
H -0.29 1.91 1.02  0.092
H -0.16 1.25 -0.99  0.098
H 1.17 0.29 -0.42  0.107
H -0.60 -1.64 -0.18  0.097
H -1.08 0.47 1.49  0.110
H 1.07 0.92 2.77  0.045

***

Model four:
Molecular formula: C3H7N2O2
Method: DFT, the ωB97M-V functional and the def2-TZVPD basis

Properties
2S+1: 1
Gap between HOMO and LUMO, eV: 6.015
Structure (SMILES): C=C[C@@H](O)N(N)[O-]
Charge: -1
HOMO energy, eV: -1.702
E_LUMO, eV: 4.312

Each line ends with the Löwdin charge.
Atoms and positions in Å:
O 0.09 -1.28 1.76  -0.074
O 1.72 0.33 -0.92  -0.363
N 1.31 -0.61 -0.02  -0.291
N 0.50 -1.66 -0.77  0.001
C 0.53 -0.10 1.17  -0.419
C -0.46 1.82 -0.09  -0.042
C -0.61 0.69 0.63  -0.175
H 0.12 -1.35 -1.66  0.046
H -1.12 2.17 -0.89  0.022
H -1.48 0.23 0.44  0.038
H 1.06 -2.48 -0.91  0.027
H 0.48 2.50 -0.08  0.065
H -0.36 -1.85 1.15  0.043
H 1.04 0.49 1.88  0.121

***

The least stable of them is model four.

***

Model one:
Molecular formula: C27H18F3N6O2RuS2
Method: DFT, the ωB97M-V functional and the def2-TZVPD basis

Properties
2S+1: 2
Gap between HOMO and LUMO (spin up / spin down), eV: 5.766 / 5.991
Charge: -2
HOMO energy (spin up / spin down), eV: -1.516 / -1.775
E_LUMO (spin up / spin down), eV: 4.251 / 4.216

Each line ends with the Löwdin spin population.
Atoms and positions in Å:
Ru -0.51 0.17 0.35  0.813
S -1.17 -1.07 2.17  0.083
S -2.66 -0.28 -0.55  0.046
F -2.03 3.90 -2.63  0.000
F -0.06 4.11 -3.51  0.000
F -1.21 2.31 -3.86  0.000
O 0.40 3.37 -0.95  0.007
O -0.63 1.41 -1.45  0.009
N 1.42 -5.96 -3.79  0.000
N 3.49 -1.22 -4.88  0.000
N -0.01 -1.70 -0.88  0.003
N 6.08 1.81 -2.89  0.000
N 2.12 0.60 -1.13  0.014
N 1.22 0.41 1.59  0.001
C 5.09 1.21 -2.93  0.000
C 1.28 1.54 2.31  0.000
C -2.17 3.90 1.79  -0.001
C 0.72 -3.87 -2.42  -0.001
C 2.23 -0.46 1.63  0.000
C 0.10 2.39 2.19  0.002
C 3.89 0.47 -2.98  0.000
C 2.41 1.82 3.09  0.002
C -1.19 4.36 2.67  0.004
C -0.05 3.60 2.86  -0.002
C 0.37 -1.54 -2.15  0.000
C 0.28 -4.05 -1.11  0.000
C 3.46 0.93 3.12  0.000
C 2.93 0.54 -1.96  0.001
C -2.65 -1.87 1.65  0.008
C -0.07 -2.94 -0.38  0.001
C -4.60 -2.12 0.09  0.000
C -0.27 2.61 -1.62  0.002
C -0.88 1.90 1.30  -0.014
C -3.19 -2.87 2.64  -0.001
C -0.89 3.22 -2.92  0.000
C -3.27 -1.52 0.51  0.012
C 3.68 -0.46 -4.02  0.000
C 3.37 -0.25 2.38  0.002
C 0.77 -2.59 -2.95  0.000
C 1.11 -5.02 -3.20  0.000
C -2.02 2.70 1.13  0.003
H -3.45 -2.38 3.58  0.000
H -0.40 -3.00 0.65  0.002
H 4.34 1.14 3.71  0.000
H 0.22 -5.04 -0.68  0.000
H -4.57 -3.22 0.10  0.000
H 4.17 -0.98 2.37  0.000
H 2.11 -1.34 1.02  0.000
H 1.12 -2.41 -3.96  0.000
H -3.06 4.50 1.62  0.000
H 2.46 2.74 3.66  0.000
H -4.09 -3.37 2.26  0.000
H -1.31 5.31 3.18  0.000
H -2.79 2.36 0.45  0.001
H 0.34 -0.52 -2.51  0.000
H 0.72 3.96 3.53  0.000
H -2.45 -3.64 2.88  0.000
H -4.84 -1.81 -0.92  0.000
H -5.41 -1.80 0.74  0.000

***

Model two:
Molecular formula: C27H18F3N6O2RuS2
Method: DFT, the ωB97M-V functional and the def2-TZVPD basis

Properties
2S+1: 2
Gap between HOMO and LUMO (spin up / spin down), eV: 5.376 / 5.296
Charge: -2
HOMO energy (spin up / spin down), eV: -1.482 / -1.409
E_LUMO (spin up / spin down), eV: 3.895 / 3.887

Each line ends with the Löwdin spin population.
Atoms and positions in Å:
Ru -0.21 0.14 -0.15  0.850
S -2.21 1.39 0.12  -0.025
S 0.60 2.35 0.06  -0.018
F -5.67 -2.34 -1.34  0.001
F -4.93 -2.05 0.67  0.000
F -4.11 -3.62 -0.58  0.000
O -2.53 -1.21 -0.27  0.051
O -3.57 -0.96 -2.27  -0.001
N 2.43 0.12 -0.59  0.052
N -0.20 -0.16 7.28  -0.002
N -0.14 -0.03 1.92  -0.005
N 0.29 2.63 -5.86  0.000
N -0.29 0.23 -2.19  0.001
N -0.53 -1.68 -6.26  0.000
C -3.43 -1.37 -1.13  0.003
C -1.32 -0.41 3.96  0.000
C 0.04 1.62 -5.35  0.000
C -4.55 -2.33 -0.60  0.003
C -0.25 0.38 -4.75  0.000
C -0.36 -2.94 -0.01  0.008
C -1.26 -0.37 2.57  -0.001
C -0.67 3.56 -0.05  0.007
C 5.16 -0.30 -0.33  -0.001
C -1.92 3.13 0.00  0.003
C 2.90 -1.12 -0.37  0.004
C -0.17 -0.11 4.68  -0.004
C -0.42 -0.76 -5.56  0.000
C -0.31 0.28 -3.34  0.001
C -0.19 -0.13 6.13  -0.001
C 4.67 0.97 -0.60  0.001
C 1.89 -2.19 -0.26  0.008
C 0.96 0.25 2.62  -0.002
C 2.32 -3.53 -0.27  0.002
C 1.42 -4.57 -0.14  -0.003
C 0.99 0.22 4.00  0.000
C 3.30 1.12 -0.72  0.004
C -3.15 3.98 -0.09  -0.002
C 0.07 -4.26 0.00  0.002
C 0.52 -1.85 -0.16  0.056
C -0.22 4.99 -0.21  -0.001
C 4.27 -1.35 -0.22  0.001
H -0.66 -5.05 0.11  0.000
H 1.76 -5.59 -0.16  0.000
H 0.87 5.04 -0.26  0.000
H -2.24 -0.69 4.45  0.000
H -2.11 -0.62 1.95  0.001
H -3.84 3.75 0.73  0.000
H 2.86 2.09 -0.93  0.000
H -0.61 5.44 -1.13  0.000
H 1.83 0.51 2.04  0.000
H -1.41 -2.74 0.08  0.002
H 4.64 -2.35 -0.02  0.000
H 3.37 -3.76 -0.40  0.001
H 5.33 1.82 -0.70  0.000
H 1.90 0.46 4.53  0.000
H -0.54 5.61 0.63  0.000
H -2.90 5.04 -0.03  0.000
H 6.22 -0.47 -0.21  0.000
H -3.69 3.80 -1.02  0.000

***

The least stable of them is model two.

***

Model one:
Molecular formula: C2H3FO2S
Method: DFT, the ωB97M-V functional and the def2-TZVPD basis

Properties
2S+1: 1
Gap between HOMO and LUMO (spin up / spin down), eV: 8.827 / 8.769
Charge: 0
HOMO energy (spin up / spin down), eV: -10.573 / -9.928
E_LUMO (spin up / spin down), eV: -1.746 / -1.160

Each line ends with the Löwdin charge.
Atoms and positions in Å:
S -0.05 -0.45 2.02  0.710
F -1.86 -1.13 0.25  0.049
O 1.30 -0.56 2.57  -0.308
O -1.14 -0.42 3.01  -0.305
C -0.17 0.60 0.59  -0.181
C -0.57 -0.85 0.42  -0.420
H 0.79 1.02 0.24  0.100
H 0.91 -2.00 -0.68  0.205
H -0.83 1.55 0.37  0.151

***

Model two:
Molecular formula: C2H3FO2S
Method: DFT, the ωB97M-V functional and the def2-TZVPD basis

Properties
2S+1: 1
Gap between HOMO and LUMO, eV: 12.098
Structure (SMILES): C=CS(=O)(=O)F
Charge: 0
HOMO energy, eV: -11.807
E_LUMO, eV: 0.291

Each line ends with the Löwdin charge.
Atoms and positions in Å:
S -1.12 0.68 1.92  0.754
F -2.86 0.83 1.48  -0.293
O -0.77 1.95 2.48  -0.261
O -1.03 -0.54 2.60  -0.253
C 0.52 -0.26 0.25  0.009
C -0.40 0.66 0.27  -0.173
H 1.29 -0.34 -0.51  0.088
H -0.67 1.27 -0.47  0.055
H 0.43 -1.02 1.04  0.073

***

The least stable of them is model one.

***

Model one:
Molecular formula: C3H9S
Method: DFT, the ωB97M-V functional and the def2-TZVPD basis

Properties
2S+1: 2
Gap between HOMO and LUMO (spin up / spin down), eV: 2.120 / 5.990
Charge: -2
HOMO energy (spin up / spin down), eV: 4.585 / 0.697
E_LUMO (spin up / spin down), eV: 6.705 / 6.688

Each line ends with the Löwdin spin population.
Atoms and positions in Å:
S -1.15 0.07 -1.10  0.087
C 1.98 0.52 0.54  0.275
C -2.33 -1.12 -1.74  0.023
C 0.72 0.75 1.59  0.234
H 1.12 1.19 2.57  0.136
H 0.14 1.61 1.22  0.028
H -2.77 -0.84 -2.82  0.002
H 2.67 -0.22 0.94  0.084
H 1.72 0.10 -0.42  0.009
H 2.76 1.33 0.36  0.112
H -3.18 -1.12 -0.91  0.001
H 0.24 -0.17 1.42  0.009
H -1.93 -2.10 -1.65  0.001

***

Model two:
Molecular formula: C3H9S
Method: DFT, the ωB97M-V functional and the def2-TZVPD basis

Properties
2S+1: 2
Gap between HOMO and LUMO (spin up / spin down), eV: 2.214 / 5.872
Charge: -2
HOMO energy (spin up / spin down), eV: 4.028 / 0.269
E_LUMO (spin up / spin down), eV: 6.243 / 6.140

Each line ends with the Löwdin spin population.
Atoms and positions in Å:
S -3.42 -0.53 -1.07  0.035
C 1.57 0.20 0.42  0.427
C -1.67 -0.83 -1.62  0.015
C 0.60 0.80 1.66  0.124
H -1.32 -1.67 -1.05  0.007
H 1.50 0.85 -0.50  0.067
H 2.69 0.06 0.70  0.181
H -1.42 -1.04 -2.71  0.005
H -0.41 0.72 1.32  0.003
H 0.95 0.26 2.54  0.049
H 0.85 1.89 1.68  0.042
H -1.01 0.04 -1.39  0.008
H 1.10 -0.75 0.02  0.036

***

The least stable of them is model one.